DFT (ωB97M-V/def2-TZVPD) results for a structure of composition C37H24BrClIN4O6Ti.

CARTESIAN COORDINATES (ANGSTROEM)
Ti  -0.05004  -0.73644  -0.12468
O  -0.91261  4.18730  -5.12856
C  -1.37619  4.27599  -3.97832
O  -2.23382  5.03728  -3.50137
C  -0.81027  3.22548  -2.97988
C  -1.32695  3.09333  -1.71189
C  -0.88552  2.05613  -0.88829
N  0.03955  1.16347  -1.28327
C  0.63125  1.37195  -2.47686
C  0.22834  2.36940  -3.34294
C  1.79975  0.51814  -2.73229
C  2.44754  0.42933  -3.96563
C  3.59181  -0.34054  -4.05112
C  4.05564  -1.00063  -2.91984
C  3.32291  -0.88778  -1.75087
N  2.22243  -0.15075  -1.66244
C  -1.35506  1.86738  0.47019
C  -2.30661  2.70485  1.05622
C  -2.63240  2.54678  2.38328
C  -1.96271  1.55437  3.11231
C  -1.06833  0.73769  2.47284
N  -0.77687  0.83140  1.15223
H  -2.08882  3.79740  -1.41181
H  0.68995  2.52553  -4.30699
H  2.06034  0.94514  -4.83096
H  4.11700  -0.42952  -4.99316
H  4.94469  -1.61383  -2.94834
H  3.60876  -1.42572  -0.85482
H  -2.77123  3.47684  0.46303
H  -3.36696  3.18688  2.85218
H  -2.14329  1.40896  4.16820
H  -0.55615  -0.04991  3.00617
O  1.49010  -3.77201  -2.37457
Cl  0.61302  -3.12417  -1.47281
O  -0.40002  -3.98931  -1.00278
O  0.00542  -1.94401  -2.08835
O  1.35582  -2.55146  -0.35409
C  -0.23795  -3.49835  3.50245
C  -1.61095  -3.69082  3.60598
C  -2.45391  -3.04361  2.72166
C  -1.91181  -2.20571  1.74157
C  -0.53273  -1.99510  1.60068
C  0.27861  -2.67197  2.51515
C  -2.78213  -1.48493  0.79876
C  -4.12363  -1.17933  1.12272
C  -4.86796  -0.41602  0.27211
C  -4.32480  -0.02367  -0.97226
C  -5.05101  0.73152  -1.91687
C  -4.49686  1.05029  -3.12662
C  -3.21182  0.58498  -3.44969
C  -2.47803  -0.13652  -2.54472
C  -2.99465  -0.41044  -1.26125
N  -2.21706  -1.05563  -0.32642
H  0.42867  -4.01300  4.18602
H  -2.01558  -4.35347  4.36116
H  -3.52162  -3.21698  2.78196
H  1.35843  -2.56534  2.44364
H  -4.51817  -1.49343  2.07712
H  -5.87686  -0.11459  0.52825
H  -6.05420  1.05105  -1.66145
H  -5.04085  1.65162  -3.84211
H  -2.78976  0.82113  -4.41805
H  -1.49707  -0.49957  -2.80184
Br  5.51411  2.01966  0.84612
C  5.43207  0.86784  2.34224
C  6.59809  0.67819  3.07200
C  6.60134  -0.16659  4.16595
C  5.43508  -0.82427  4.53015
C  4.27608  -0.62969  3.80155
C  4.25116  0.22274  2.69674
I  2.43108  0.46457  1.64248
H  7.49906  1.19447  2.77131
H  7.51388  -0.31146  4.72854
H  5.42609  -1.49106  5.38201
H  3.36517  -1.14151  4.08328

Cartesian forces, eV/Å:
Ti 1.1 0.0 -0.5
O 0.1 0.0 -0.1
C 0.0 -0.1 0.1
O -0.1 0.0 0.1
C 0.0 0.0 -0.1
C 0.0 -0.1 0.1
C 0.0 0.2 -0.3
N -0.5 0.4 -0.1
C -0.1 0.2 -0.1
C 0.0 -0.1 0.1
C 0.2 -0.2 -0.2
C 0.0 0.0 0.2
C 0.0 0.0 0.1
C -0.1 0.0 0.0
C 0.0 0.0 -0.2
N 0.0 -0.3 0.2
C -0.2 -0.1 0.4
C 0.1 -0.1 0.1
C 0.1 -0.1 0.1
C -0.1 0.1 0.0
C 0.0 -0.1 0.1
N -0.1 0.4 0.0
H 0.0 0.0 0.0
H 0.0 0.0 0.0
H 0.0 0.0 0.0
H 0.0 0.0 0.0
H 0.0 0.0 0.0
H 0.0 0.0 0.0
H 0.0 0.0 0.0
H 0.0 0.0 0.0
H 0.0 0.0 0.0
H 0.0 0.0 0.0
O 0.3 -0.1 -0.3
Cl 0.1 -0.2 -0.1
O -0.3 -0.5 0.1
O -0.4 0.4 -0.3
O 0.2 0.0 0.5
C 0.1 0.0 0.0
C -0.1 0.0 0.0
C 0.1 0.0 0.0
C 0.0 0.0 0.1
C -0.3 -0.1 -0.1
C 0.1 0.0 0.0
C 0.1 0.0 -0.1
C -0.3 0.2 -0.2
C 0.1 -0.2 0.1
C 0.2 0.0 0.0
C 0.0 0.1 -0.1
C -0.2 0.0 0.1
C 0.2 -0.1 0.1
C 0.0 0.2 -0.1
C -0.2 -0.1 0.1
N -0.4 0.0 0.1
H 0.0 0.0 0.0
H 0.0 0.0 0.0
H 0.0 0.0 0.0
H 0.0 0.0 0.0
H 0.0 0.0 0.0
H 0.0 0.0 0.0
H 0.0 0.0 0.0
H 0.0 0.0 0.0
H 0.0 0.0 0.0
H 0.0 0.0 0.0
Br 0.0 0.1 -0.1
C -0.2 0.0 -0.1
C 0.0 0.0 0.0
C 0.0 0.0 0.0
C 0.1 0.0 0.0
C -0.2 0.1 -0.2
C 0.0 -0.1 0.0
I 0.4 0.1 0.5
H 0.0 0.0 0.0
H 0.0 0.0 0.0
H 0.0 0.0 0.0
H 0.0 0.0 0.0

Properties
Multiplicity ... 3
Energy relative to the best compared isomer or geometry (same formula, charge and spin) ... 254.4 kJ/mol
Total charge ... -1
<S²> ... 2.02